# 1
The following is a DFT calculation (ωB97M-V with the def2-TZVPD basis set) of a cluster of 11 separate species, C27H60N2O9S4 in total.

Geometry as XYZ:
```
102
Properties=species:S:1:pos:R:3:forces:R:3
S -3.16054 -1.94503 0.73485 -1.6960 1.0970 1.7969
S 5.42141 -3.21364 2.16334 -1.5276 -1.8702 1.9177
S 4.55857 1.89973 1.12993 -0.6298 2.4825 -0.1903
S -4.05465 2.18710 4.24151 0.3000 -0.6590 -0.4167
O -4.47202 1.84205 -4.71102 2.8107 -0.4458 -0.0561
O -0.35877 -1.83004 -5.60818 0.2719 -2.2361 -0.3594
O 5.21227 3.25556 1.25435 -0.1423 -1.4500 0.2295
O -4.96711 1.70646 5.29751 -0.6187 0.0536 -0.0385
O 1.32901 -0.79777 0.80876 0.1283 -0.1360 -0.0197
O 3.28730 -4.08735 -3.24587 -0.2402 0.1692 -0.3223
O 6.26726 -3.31953 3.45165 -1.0609 0.2191 -1.7589
O -2.77256 -0.92501 1.82809 -0.0137 -1.1980 -1.8321
O 1.15216 5.35674 1.99375 -0.1688 -0.6230 0.3816
N 0.94268 -0.32132 4.35487 -0.0834 -0.6815 -0.2294
N 0.66896 2.68410 -2.42912 0.4576 -1.9226 -0.9778
C 3.23546 -3.13521 -1.07264 0.1396 -1.6972 0.6368
C -2.81155 0.40235 -5.68843 0.1768 0.4241 -0.4063
C -0.20323 -3.71745 -4.16175 -0.1427 0.9181 0.6038
C 0.11988 5.45881 2.62591 -0.2634 -0.3374 0.3909
C 3.85262 -2.32515 2.55242 0.0092 0.7120 -0.8070
C -2.16792 2.13981 -3.93723 -0.1391 -0.3489 -0.4141
C -4.48342 -2.90350 1.62467 0.1261 -0.6625 0.0162
C -0.05252 1.05658 1.33469 0.1829 -0.0198 -0.8542
C -0.41118 4.41573 3.58377 0.7439 -0.5871 -1.0128
C -0.26084 -0.29293 -0.91517 0.5569 0.4842 1.1347
C -4.32948 -1.14785 -0.46601 -0.1917 0.1699 0.3998
C 3.13934 -3.10014 -2.58336 0.1733 2.5708 0.6385
C 0.10704 4.83555 -1.09282 -0.3835 -0.6091 0.0740
C 0.38530 3.59688 -1.82256 -0.1779 2.0937 1.0425
C -4.55089 1.42689 2.61778 -0.3538 -0.8235 0.5448
C -3.27091 1.51939 -4.77891 -2.3391 -0.3383 0.6846
C -2.57086 1.17054 4.46654 0.5646 -0.1219 -0.1568
C 4.70888 -4.95508 1.83898 0.5319 -0.3475 -0.5191
C 0.51190 -1.29734 3.91623 -0.4834 0.4935 -0.2992
C -0.05838 -2.51424 3.32722 0.6407 -0.9091 0.2066
C -0.72764 6.64076 2.45781 0.0503 1.3632 -1.4181
C 0.41559 -0.06654 0.46117 0.1818 -0.8416 -0.4659
C 3.49128 1.66549 2.62736 0.3948 0.0521 -0.3267
C -0.19514 -4.08548 -6.62936 0.1772 1.5736 -0.5759
C 3.24744 2.20336 -0.15730 0.1047 -0.8576 -0.1874
C 2.87538 -1.62436 -3.13131 -0.1559 -2.4929 -0.1068
C -0.26224 -3.05702 -5.51030 -0.5637 0.6725 0.3608
H -2.37199 2.20202 -2.86831 -0.4099 0.1802 -0.1354
H -1.47159 4.21462 3.43153 -0.0875 0.3548 0.0947
H -5.41162 -2.37485 1.84161 0.3325 0.6267 -0.2332
H -0.13732 5.61448 -1.81508 0.2230 0.1075 0.2105
H 0.03198 -3.50801 -7.52548 0.1820 -0.3814 -0.2441
H -4.79072 -3.83701 1.15326 0.3010 0.0808 -0.5728
H -0.45061 0.67231 -1.38464 -0.1307 -0.1286 -0.0934
H 3.30200 -1.63589 -4.13428 -0.0810 0.5869 0.0737
H 4.00132 -4.97022 1.00998 0.0953 0.8700 -0.0737
H 2.98853 1.22511 -0.56237 -0.5850 -0.1916 0.3624
H -3.53871 0.27618 -6.49056 0.1408 -0.2260 0.0854
H 2.96407 2.57110 2.92740 -0.3023 0.0691 -0.6495
H -0.62184 7.34470 3.28328 -0.3032 -0.1320 0.1345
H 3.94769 -2.42294 -0.65610 -0.2946 0.3265 -0.1532
H 2.38442 2.79688 0.14443 0.0947 -0.2683 0.5424
H -4.85849 0.40737 2.85029 0.4375 -0.2230 0.3116
H -2.59236 -0.53503 -5.17718 -0.5344 -0.0432 0.3902
H -1.19707 -0.81587 -0.71997 -0.0540 0.0069 -0.1813
H -0.30134 7.10684 1.56947 -0.1254 0.5295 0.0582
H 2.85208 0.80510 2.42928 -0.2520 0.1141 0.0854
H 2.27788 -3.14202 -0.55195 -0.2771 0.9505 -0.2440
H -4.06434 -3.22145 2.57934 0.3100 0.3162 -0.0242
H 4.11085 1.46831 3.50221 0.4439 -0.2891 -0.2871
H -5.02184 -0.48044 0.04711 0.1724 -0.0760 0.4741
H 3.56573 -4.13977 -0.80829 0.4953 -0.1708 -0.2370
H -3.71684 1.35705 1.91951 -0.0302 0.2854 0.1090
H 3.61846 2.69130 -1.05861 0.8413 0.2887 0.4520
H -0.50496 -2.97159 -3.42640 -0.0324 -0.0539 0.1789
H 0.16729 -3.34056 4.00129 -0.1888 -0.0228 0.2789
H -0.22959 4.71000 4.61746 0.0766 -0.2125 -0.0254
H 0.93242 5.07099 -0.42095 0.0594 0.2397 -0.2428
H 0.39712 -0.88756 -1.54890 -0.1457 -0.0267 0.1253
H 5.49490 -5.64432 1.53041 0.4279 0.4302 0.1539
H 0.46156 -2.79978 2.41274 0.0220 0.4756 -0.2149
H 0.72008 1.34455 2.04760 -0.1718 -0.0590 -0.0638
H -0.24182 1.83123 0.59161 -0.2893 0.5795 0.4695
H 1.78815 -1.58588 -3.19876 -0.1507 0.1735 -0.3166
H -1.76409 6.42141 2.20139 -0.0866 -0.1044 0.5694
H -2.20427 1.20286 5.49253 -0.3025 0.7015 0.0980
H -4.95426 -1.92345 -0.90896 0.3176 -0.1763 -0.1433
H 3.17034 -0.80866 -2.47120 0.3702 -0.2865 -0.1083
H -0.76249 4.65367 -0.46120 -0.1074 0.1415 -0.0095
H 3.03038 -2.98482 2.82968 0.6101 -0.3345 0.7072
H -1.12715 -2.54409 3.11531 0.0763 0.6941 0.2145
H 3.44817 -1.87418 1.64626 0.4428 0.0595 -0.5418
H 0.12501 3.52651 3.25228 0.1091 -0.3517 0.8207
H -2.00961 3.13108 -4.36200 0.2406 0.1268 0.2374
H 0.83878 -3.96906 -3.96424 -0.0140 -0.3978 -0.0067
H 4.06604 -1.47240 3.19692 0.0849 -0.3831 0.3942
H -1.15318 -4.57560 -6.80274 -0.0476 -0.0181 0.3121
H -1.81244 0.60622 -6.07355 -0.0779 0.3525 -0.3681
H -0.97174 0.76714 1.84397 -0.1109 0.0271 -0.0867
H 4.18891 -5.42450 2.67406 0.2664 0.8041 0.5921
H -1.26927 1.53441 -4.05563 0.1155 0.2729 -0.0229
H -0.86162 -4.58252 -4.08261 0.2533 -0.1235 -0.1284
H -2.69503 0.10015 4.30240 -0.4643 0.1069 -0.5514
H -1.79842 1.58070 3.81600 0.1257 -0.1597 -0.0581
H -3.86067 -0.53307 -1.23437 0.4373 -0.3734 0.0531
H 0.57218 -4.82624 -6.40439 -0.0775 0.0210 -0.0935
H -5.46697 1.79558 2.15631 0.2814 0.9811 0.2142
```
Positions in Å, forces in eV/Å.

Output
HOMO energy (spin up / spin down) (eV): -10.51 / -10.51
Spin multiplicity: 2
⟨S²⟩: 0.757
Total charge: +1
Gap between HOMO and LUMO (spin up / spin down) (Ha): 0.2510 / 0.0826

# 2
The following is a DFT calculation (ωB97M-V with the def2-TZVPD basis set) of an isolated molecule of C5H10O2.

Geometry as XYZ:
```
17
Properties=species:S:1:pos:R:3:forces:R:3
O -1.34114 -0.83183 0.08359 -0.1540 0.4342 0.0558
O 2.34299 0.54993 0.95735 0.0700 -0.7093 0.0869
C -0.62331 0.39266 -0.08805 0.1264 0.0742 0.0475
C 1.50162 -0.24535 0.61093 -0.2463 0.5272 0.2406
C -2.24988 -0.90165 1.17048 0.0088 -0.6277 -0.2212
C 1.65132 0.64586 -1.69581 -0.2681 0.0482 0.1950
C 0.75450 -0.10348 -0.68227 0.2817 -0.1192 -0.1524
H 1.66128 1.71816 -1.51938 -0.0691 0.1090 -0.1196
H -1.72979 -0.73496 2.11855 -0.0970 0.1674 0.0347
H 2.69620 0.31617 -1.56232 -0.4864 0.0451 0.0396
H 1.04305 -0.98185 1.29949 0.4022 -0.1155 0.1804
H 1.38394 0.42714 -2.73447 -0.2007 0.1825 0.2282
H -2.64883 -1.93320 1.17422 0.2538 0.4914 -0.0158
H -0.53692 0.93958 0.89336 0.2060 -0.6013 -0.7048
H -3.10231 -0.22960 1.06054 0.0709 0.2320 0.0233
H -1.12932 1.10519 -0.74630 -0.1305 -0.2458 -0.2411
H 0.47125 -1.07035 -1.12029 0.2325 0.1076 0.3228
```
Positions in Å, forces in eV/Å.

Output
HOMO energy (eV): -9.58
Spin multiplicity: 1
Structure (SMILES): COC[C@@H](C)C=O
Total charge: 0
Gap between HOMO and LUMO (Ha): 0.3859

# 3
The following is a DFT calculation (ωB97M-V with the def2-TZVPD basis set) of a structure of composition C16H13FeNO5.

Geometry as XYZ:
```
36
Properties=species:S:1:pos:R:3:forces:R:3
Fe 0.49871 1.14558 -0.13035 2.5016 0.7848 0.7551
O 0.45976 4.04285 -0.51450 0.2422 0.6358 -0.4151
O 2.85003 -0.20388 5.74279 3.7543 0.5086 1.3569
O -0.41871 0.96463 -2.77930 -0.4477 -0.0245 -1.6975
O 3.12158 1.16444 -1.41969 0.7352 -0.4416 -0.1139
O 1.02872 -1.32422 5.36894 -1.5183 -1.2683 -0.0381
N 1.71224 -0.26934 5.29534 -3.1266 2.2246 -2.3977
C 1.02258 0.99733 4.59810 -1.9780 -4.2484 0.7965
C 1.32100 0.90433 2.86916 2.2910 1.7052 2.1285
C -0.47180 -0.39576 0.93696 0.5267 -1.2335 -0.3595
C 0.79461 4.46443 6.19188 -0.3526 -0.0952 -0.0699
C 2.13025 1.09934 -0.84383 -0.6213 1.0638 -0.2754
C 0.38166 3.19358 5.77397 0.0963 0.1898 -0.2780
C -0.82597 0.78726 1.57419 -0.8563 -0.2120 0.8248
C 3.07481 3.79437 6.10773 -0.0448 -1.2668 -0.2483
C 1.32495 2.21536 5.41560 1.1060 0.2633 -0.7708
C 1.73947 -0.36515 2.04108 0.8495 -0.6513 0.6218
C 0.24542 1.57357 2.11734 -1.9253 0.9037 1.7036
C 0.94168 -0.59909 0.78280 -1.2513 -1.1015 0.2655
C -0.23884 0.90020 -1.64002 -1.0127 -0.3950 -1.3604
C 2.67621 2.49223 5.70324 0.6035 1.3808 0.0553
C 2.13488 4.78438 6.35963 0.4314 -0.2567 -0.9327
C 0.23805 2.94963 -0.19067 -0.2215 0.9989 -0.0680
H 1.31647 -1.33077 0.03542 -0.3030 0.0721 1.0805
H -0.06960 0.77042 4.71177 0.8153 0.0783 -0.1117
H 3.43612 1.72084 5.54511 -0.4903 0.3302 -0.1927
H 4.14893 4.01316 6.08214 -0.3865 -0.0097 0.3369
H 2.47722 5.81145 6.41581 -0.2086 0.0691 0.4217
H 1.61536 -1.30438 2.61842 0.5242 0.5705 0.2100
H 2.22543 1.53367 3.24128 -0.6669 -0.4905 -2.5695
H 2.76806 -0.27100 1.64119 -0.0214 0.0033 0.9973
H -1.16115 -1.05551 0.41674 -0.2387 0.3956 -0.0205
H -0.68582 3.01070 5.63719 0.2895 -0.0192 -0.1734
H -0.06939 2.58310 2.40782 0.3733 -0.2570 0.0046
H 0.07134 5.27279 6.23126 -0.1774 -0.1673 0.3014
H -1.86738 1.14878 1.48294 0.7091 -0.0398 0.2330
```
Positions in Å, forces in eV/Å.

Output
HOMO energy (spin up / spin down) (eV): 1.83 / -1.71
Spin multiplicity: 5
⟨S²⟩: 6.078
Total charge: -2
Gap between HOMO and LUMO (spin up / spin down) (Ha): 0.1228 / 0.2512

# 4
The following is a DFT calculation (ωB97M-V with the def2-TZVPD basis set) of an isolated molecule of C12H18O.

Geometry as XYZ:
```
31
Properties=species:S:1:pos:R:3:forces:R:3
O -2.20361 1.86934 0.20734 0.5664 0.0977 -0.1374
C 0.31444 -2.36612 0.28095 0.4307 1.0044 -0.9967
C -2.44726 -0.84283 1.09436 3.4637 -1.8569 0.0804
C 0.03504 -0.87564 0.13506 -0.8589 0.5767 0.3664
C -1.29725 1.07443 0.08555 0.3348 -0.0958 0.4297
C -2.00087 -0.65307 -1.43279 0.5448 0.4291 1.3074
C 1.77902 0.13308 -1.79746 -2.0014 0.3425 2.2218
C 0.68886 2.69112 0.01552 1.2705 -0.3403 -0.2769
C 2.13099 0.27482 1.70448 0.0274 0.9055 -0.6542
C 0.86304 0.20713 0.88389 0.2801 -0.4312 -1.6198
C 0.18343 1.29858 0.01703 -1.0336 0.6607 1.6296
C -1.45330 -0.41746 -0.00119 -0.2780 0.0482 0.2062
C 0.83717 0.15004 -0.60645 0.2290 -1.2738 -0.3444
H 2.39107 -0.72968 -1.66904 0.7891 -0.4393 -0.6121
H 1.25973 2.90977 0.96566 -0.5986 0.0892 -1.2055
H -2.70297 -1.44041 -1.44665 -0.9768 -0.8428 -0.1171
H -3.33696 -0.34272 0.94081 -2.0703 0.7132 -0.2284
H 2.54315 1.30923 1.73025 -0.4256 -0.5424 -0.1372
H 2.94733 -0.34436 1.33264 -0.1638 -0.1675 -0.3091
H 1.08322 0.13402 -2.62487 0.5416 -0.1805 -0.7446
H 0.02231 -2.59616 1.31259 0.3712 -0.4801 -0.2959
H 1.34447 2.71917 -0.88763 -0.2338 0.9129 0.8053
H -2.48972 -1.96583 1.00186 -0.5249 1.0760 0.5589
H 2.25869 1.07939 -1.66388 1.0469 0.3562 -0.7385
H -0.19000 3.31667 -0.10022 0.2074 0.4884 0.0349
H 1.41914 -2.51440 0.06449 -1.3766 -0.3896 0.4449
H -2.41705 0.26404 -1.79875 -0.6611 0.3217 -0.2706
H -1.20322 -0.89768 -2.07462 1.0708 -0.4396 -0.9368
H -1.99396 -0.52132 2.06298 -0.5532 -0.5143 -0.4491
H -0.35065 -2.91701 -0.44255 0.9076 0.2813 0.7029
H 1.98574 -0.00616 2.71067 -0.3254 -0.3097 1.2861
```
Positions in Å, forces in eV/Å.

Output
HOMO energy (eV): -8.43
Spin multiplicity: 1
Structure (SMILES): CC1(C)C(=O)[C@@]2(C)[C@@]3(C)[C@]1(C)[C@@]23C
Total charge: 0
Gap between HOMO and LUMO (Ha): 0.3343

| no. | F_max (eV/Å) |
| --- | --- |
| 1 | 3.08 |
| 2 | 0.95 |
| 3 | 4.75 |
| 4 | 3.93 |